{"formula": "C25H28F7N2O20S", "method": "the ωB97M-V functional and the def2-TZVPD basis", "species": ["O", "S", "O", "C", "C", "C", "N", "N", "C", "C", "F", "F", "C", "F", "F", "C", "F", "F", "F", "H", "H", "H", "H", "C", "C", "O", "C", "O", "O", "H", "H", "H", "H", "C", "C", "O", "C", "O", "O", "H", "H", "H", "H", "C", "C", "O", "C", "O", "O", "H", "H", "H", "H", "C", "C", "O", "C", "O", "O", "H", "H", "H", "H", "C", "C", "O", "C", "O", "O", "H", "H", "H", "H", "C", "C", "O", "C", "O", "O", "H", "H", "H", "H"], "xyz": [[2.494, 3.139, -1.771], [1.792, 3.436, -0.567], [2.190, 4.481, 0.311], [1.682, 1.925, 0.358], [1.909, 1.935, 1.690], [1.856, 0.699, 2.316], [1.604, -0.373, 1.610], [1.380, -0.421, 0.312], [1.422, 0.724, -0.309], [0.010, 3.776, -1.070], [-0.219, 3.034, -2.161], [-0.043, 5.075, -1.372], [-1.055, 3.431, 0.007], [-1.268, 2.101, -0.001], [-0.585, 3.790, 1.222], [-2.412, 4.154, -0.219], [-3.366, 3.488, 0.447], [-2.712, 4.155, -1.524], [-2.351, 5.409, 0.234], [2.136, 2.839, 2.236], [2.007, 0.571, 3.375], [1.542, -1.270, 2.088], [1.242, 0.699, -1.376], [-2.820, -2.348, 0.998], [-1.687, -3.340, 0.809], [-0.607, -2.677, 1.495], [-1.136, -1.818, 2.385], [-0.476, -1.199, 3.170], [-2.455, -1.705, 2.237], [-3.797, -2.811, 1.091], [-2.851, -1.592, 0.215], [-1.874, -4.298, 1.295], [-1.418, -3.504, -0.230], [6.418, 1.510, -2.332], [5.177, 0.764, -2.771], [4.516, 0.509, -1.513], [4.941, 1.434, -0.631], [4.440, 1.608, 0.443], [5.969, 2.135, -1.111], [6.746, 2.263, -3.040], [7.248, 0.844, -2.103], [4.516, 1.374, -3.388], [5.399, -0.165, -3.279], [-6.054, 0.373, -0.458], [-5.956, 1.428, -1.544], [-4.567, 1.346, -1.915], [-4.111, 0.125, -1.591], [-3.045, -0.316, -1.894], [-5.016, -0.544, -0.845], [-7.016, -0.129, -0.422], [-5.817, 0.769, 0.531], [-6.568, 1.190, -2.414], [-6.190, 2.431, -1.203], [-9.852, -2.926, 0.860], [-10.339, -3.288, -0.532], [-10.571, -1.999, -1.111], [-9.818, -1.090, -0.462], [-9.656, 0.037, -0.805], [-9.259, -1.638, 0.644], [-9.112, -3.613, 1.260], [-10.669, -2.816, 1.573], [-9.579, -3.803, -1.120], [-11.258, -3.867, -0.540], [4.274, 0.292, 7.289], [3.959, 1.561, 6.517], [3.994, 1.096, 5.155], [3.772, -0.236, 5.156], [3.585, -0.880, 4.167], [3.783, -0.726, 6.401], [3.767, 0.221, 8.246], [5.344, 0.140, 7.429], [2.958, 1.939, 6.729], [4.685, 2.356, 6.654], [6.982, -3.531, -6.032], [6.464, -3.881, -4.648], [7.004, -2.819, -3.849], [7.256, -1.765, -4.654], [7.560, -0.680, -4.267], [7.114, -2.106, -5.947], [6.301, -3.792, -6.837], [7.964, -3.960, -6.232], [5.375, -3.842, -4.588], [6.813, -4.839, -4.274]], "gap_ev": 8.818, "e_tot_ev": -100160.357, "fmax_ha_per_bohr": 0.01453, "total_charge": 1, "homo_energy_ev": -12.949}

{"formula": "C25H28IN6O4S2Se2Zr", "method": "the ωB97M-V functional and the def2-TZVPD basis", "species": ["Zr", "C", "C", "N", "C", "C", "C", "O", "C", "C", "N", "C", "C", "C", "C", "C", "C", "I", "C", "O", "H", "H", "H", "H", "H", "H", "H", "H", "H", "H", "H", "H", "O", "C", "C", "C", "O", "C", "Se", "C", "Se", "H", "H", "H", "H", "H", "H", "H", "H", "H", "H", "N", "C", "N", "C", "C", "S", "C", "C", "S", "C", "N", "N", "H", "H", "H", "H", "H", "H"], "xyz": [[-0.517, 0.172, 0.424], [0.002, 4.319, -1.548], [1.075, 3.320, -1.846], [1.848, 3.526, -2.902], [2.882, 2.711, -3.148], [3.255, 1.675, -2.315], [4.462, 0.825, -2.646], [4.631, 0.654, -4.041], [2.439, 1.437, -1.198], [2.856, 0.519, -0.133], [2.080, 0.038, 0.764], [2.667, -0.702, 1.826], [3.712, -1.599, 1.641], [4.237, -2.287, 2.724], [3.726, -2.090, 3.998], [2.666, -1.214, 4.194], [2.143, -0.541, 3.105], [0.507, 0.712, 3.336], [1.295, 2.213, -1.007], [0.452, 1.899, -0.022], [-0.138, 4.964, -2.413], [0.303, 4.943, -0.703], [-0.942, 3.855, -1.268], [3.448, 2.911, -4.049], [4.394, -0.148, -2.146], [5.381, 1.302, -2.299], [3.837, 0.237, -4.392], [3.926, 0.324, -0.057], [4.097, -1.774, 0.644], [5.048, -2.987, 2.570], [4.142, -2.624, 4.840], [2.253, -1.068, 5.182], [-2.736, 0.196, 2.891], [-4.151, 0.131, 2.720], [-4.602, 0.095, 1.261], [-6.149, 0.083, 1.377], [-6.816, -0.004, 0.132], [-4.243, 1.338, 0.450], [-2.403, 1.967, 0.276], [-4.223, -1.179, 0.510], [-2.358, -1.736, 0.334], [-2.557, 0.450, 3.801], [-4.609, 1.004, 3.199], [-4.537, -0.765, 3.219], [-6.480, 0.967, 1.933], [-6.455, -0.799, 1.944], [-6.878, 0.874, -0.254], [-4.785, 2.202, 0.841], [-4.578, 1.180, -0.575], [-4.610, -1.104, -0.504], [-4.724, -2.032, 0.972], [-1.267, 1.431, -2.917], [-0.430, 0.397, -2.879], [-0.133, -0.288, -1.782], [0.717, -1.353, -2.086], [1.082, -1.451, -3.377], [0.349, -0.189, -4.300], [1.001, -2.300, -1.002], [1.660, -3.474, -1.065], [1.525, -4.311, 0.438], [0.596, -3.011, 1.074], [0.435, -2.013, 0.235], [0.094, -3.007, 2.334], [-1.719, 1.737, -2.055], [-1.377, 1.970, -3.758], [1.694, -2.205, -3.842], [2.162, -3.920, -1.907], [0.137, -3.875, 2.843], [-0.800, -2.524, 2.405]], "gap_ev": 7.251, "e_tot_ev": -205253.091, "fmax_ha_per_bohr": 0.01785, "relative_energy_kcal_mol": 27.3, "total_charge": 1, "homo_energy_ev": -10.393}

{"formula": "C25H28N2O4STi", "method": "the ωB97M-V functional and the def2-TZVPD basis", "species": ["Ti", "C", "C", "C", "C", "C", "H", "H", "H", "H", "H", "C", "O", "C", "C", "O", "C", "H", "H", "H", "H", "H", "H", "H", "H", "H", "H", "C", "C", "C", "C", "C", "C", "C", "S", "O", "O", "N", "C", "C", "C", "C", "C", "C", "C", "C", "N", "C", "H", "H", "H", "H", "H", "H", "H", "H", "H", "H", "H", "H", "H"], "xyz": [[0.316, -1.766, 0.004], [-1.531, -2.630, 1.187], [-1.537, -3.207, -0.099], [-0.383, -4.018, -0.213], [0.334, -3.945, 1.000], [-0.378, -3.084, 1.865], [-2.266, -1.942, 1.577], [-2.266, -3.016, -0.869], [-0.093, -4.572, -1.091], [1.269, -4.440, 1.217], [-0.091, -2.801, 2.864], [3.347, -0.826, -0.701], [2.499, -1.994, -0.648], [2.647, -2.817, -1.817], [1.788, -2.268, -2.920], [0.466, -2.241, -2.401], [-0.527, -2.335, -3.434], [4.306, -1.106, -1.135], [3.506, -0.483, 0.315], [2.885, -0.036, -1.295], [2.305, -3.811, -1.529], [3.700, -2.871, -2.095], [1.841, -2.922, -3.795], [2.093, -1.262, -3.228], [-0.280, -3.175, -4.087], [-0.566, -1.407, -4.005], [-1.485, -2.495, -2.959], [-4.878, 4.653, 1.031], [-3.944, 3.650, 0.418], [-3.685, 2.432, 1.046], [-2.826, 1.507, 0.479], [-2.206, 1.799, -0.725], [-2.449, 3.003, -1.371], [-3.316, 3.917, -0.797], [-1.132, 0.617, -1.470], [-0.478, 1.250, -2.582], [-1.873, -0.599, -1.696], [-0.057, 0.202, -0.313], [0.682, 1.170, 0.380], [0.730, 2.521, 0.149], [1.521, 3.362, 0.967], [2.272, 2.868, 1.991], [2.261, 1.473, 2.244], [3.042, 0.859, 3.244], [3.008, -0.501, 3.401], [2.179, -1.256, 2.561], [1.419, -0.714, 1.629], [1.451, 0.638, 1.453], [-5.308, 4.280, 1.958], [-5.694, 4.887, 0.347], [-4.357, 5.586, 1.249], [-4.168, 2.206, 1.988], [-2.642, 0.561, 0.975], [-1.964, 3.216, -2.315], [-3.511, 4.853, -1.305], [0.194, 2.962, -0.677], [1.526, 4.422, 0.753], [2.885, 3.513, 2.605], [3.673, 1.474, 3.874], [3.602, -1.005, 4.150], [2.144, -2.334, 2.651]], "gap_ev": [7.685, 7.862], "e_tot_ev": -71496.437, "fmax_ha_per_bohr": 0.01556, "relative_energy_kcal_mol": 3.2, "total_charge": 1, "multiplicity": 2, "homo_energy_ev": [-10.980, -11.135], "s2": 0.755}